Entry from OMol25: 2 unconnected molecules or ions with the total composition C4H8O2 (wB97M-V/def2-TZVPD).

The calculation puts the total energy at -8367.6513 eV. For the max |F|, the calculation gives 0.011 Eh/bohr. The energy above the lowest of the compared OMol25 structures with the same formula, charge and spin is 129.8 kcal/mol. The value obtained for the LUMO energy (alpha / beta) is -1.10 / -1.10 eV. The HOMO-LUMO gap (alpha / beta) comes out at 7.8268 / 7.8273 eV.

```
! wB97M-V def2-TZVPD RIJCOSX def2/J DEFGRID3
* xyz 0 1
C -1.38 -1.26 -0.12
C -0.44 0.09 -0.47
C 0.69 -0.72 -0.10
O -0.70 1.10 0.30
C 1.14 1.91 0.58
O 1.34 2.89 -0.08
H -1.19 -2.17 -0.70
H -1.40 -1.46 0.95
H -2.35 -0.86 -0.42
H -0.55 0.21 -1.56
H 0.87 -0.88 0.96
H 1.48 0.85 0.18
H 1.18 -1.40 -0.80
H 1.02 1.91 1.68
*
```



Entry from OMol25: 9 unconnected molecules or ions with the total composition C34H43BF4O29P at a distorted geometry (wB97M-V/def2-TZVPD).

The calculation puts the total energy at -116174.5861 eV. For the max |F|, the calculation gives 0.062 Eh/bohr. The value obtained for the LUMO energy is 1.28 eV. The HOMO-LUMO gap comes out at 6.9954 eV.

```
! wB97M-V def2-TZVPD RIJCOSX def2/J DEFGRID3
* xyz -1 1
O 3.48 1.99 3.73
P 2.70 2.56 2.61
O 1.69 3.69 3.12
O 3.70 3.28 1.59
C 1.77 1.30 1.70
O 2.87 0.49 1.32
B 2.40 -0.90 1.18
C 3.34 -2.02 1.99
F 3.64 -3.08 1.16
F 2.65 -2.58 3.03
C 4.60 -1.48 2.64
F 5.31 -0.67 1.83
F 5.44 -2.51 2.99
O 1.05 -0.86 1.82
C 0.91 0.33 2.55
C -0.57 0.58 2.60
C -1.29 0.93 1.46
C -2.66 1.10 1.55
C -3.33 0.92 2.75
C -2.62 0.59 3.90
C -1.24 0.42 3.81
H 2.15 4.12 3.86
H 4.54 2.81 1.67
H 1.32 1.68 0.78
H 2.19 -1.25 0.02
H 4.34 -0.98 3.57
H 1.39 0.33 3.54
H -0.78 1.06 0.52
H -3.20 1.34 0.65
H -4.40 1.04 2.80
H -3.13 0.43 4.84
H -0.70 0.13 4.70
C 1.68 -7.12 1.28
C 1.69 -5.68 0.82
O 1.06 -5.77 -0.47
C 0.30 -6.89 -0.49
O -0.47 -7.17 -1.35
O 0.54 -7.66 0.60
H 1.57 -7.23 2.36
H 2.56 -7.67 0.96
H 1.09 -5.03 1.46
H 2.69 -5.27 0.75
C -2.91 0.52 -3.34
C -1.65 1.06 -3.97
O -1.49 2.32 -3.30
C -2.14 2.25 -2.12
O -2.06 3.06 -1.25
O -2.89 1.13 -2.05
H -2.91 -0.57 -3.25
H -3.81 0.84 -3.86
H -0.77 0.44 -3.76
H -1.73 1.21 -5.04
C -4.75 3.86 -1.59
C -4.91 4.85 -2.73
O -4.54 4.07 -3.87
C -4.73 2.76 -3.56
O -4.67 1.87 -4.35
O -5.00 2.61 -2.25
H -5.45 4.01 -0.78
H -3.73 3.84 -1.18
H -5.94 5.18 -2.85
H -4.26 5.71 -2.63
C 2.42 -5.03 -3.56
C 3.89 -4.98 -3.23
O 4.50 -4.92 -4.53
C 3.57 -4.42 -5.40
O 3.82 -4.10 -6.52
O 2.36 -4.35 -4.82
H 1.81 -4.53 -2.81
H 2.05 -6.05 -3.70
H 4.16 -4.07 -2.68
H 4.24 -5.85 -2.68
C 5.59 -1.22 -1.26
C 5.50 0.22 -1.71
O 4.92 0.10 -3.01
C 4.23 -1.06 -3.06
O 3.50 -1.38 -3.94
O 4.50 -1.82 -1.96
H 5.46 -1.34 -0.19
H 6.52 -1.70 -1.57
H 4.84 0.81 -1.07
H 6.47 0.71 -1.77
C -6.99 3.42 4.23
C -8.20 3.73 3.36
O -7.60 3.90 2.06
C -6.43 3.22 2.05
O -5.76 3.01 1.10
O -6.10 2.81 3.29
H -7.21 2.75 5.05
H -6.52 4.33 4.62
H -8.91 2.91 3.32
H -8.71 4.64 3.67
C -6.93 8.59 5.95
C -7.28 8.20 4.53
O -7.70 6.84 4.69
C -8.10 6.67 5.97
O -8.66 5.69 6.37
O -7.78 7.74 6.72
H -7.12 9.63 6.18
H -5.89 8.36 6.20
H -8.12 8.78 4.13
H -6.44 8.27 3.85
C 7.54 -5.21 -4.97
C 7.65 -6.51 -5.73
O 9.07 -6.64 -5.92
C 9.69 -5.92 -4.95
O 10.85 -5.96 -4.73
O 8.80 -5.16 -4.28
H 6.71 -5.20 -4.28
H 7.47 -4.35 -5.63
H 7.29 -7.37 -5.15
H 7.14 -6.49 -6.69
*
```



Entry from OMol25: 30 unconnected molecules or ions with the total composition H60O30 at a distorted geometry (wB97M-V/def2-TZVPD).

The calculation puts the total energy at -62401.6468 eV. For the max |F|, the calculation gives 0.086 Eh/bohr. The energy above the lowest of the compared OMol25 structures with the same formula, charge and spin is 83.5 kcal/mol. The value obtained for the LUMO energy is -0.74 eV. The HOMO-LUMO gap comes out at 8.6125 eV.

```
! wB97M-V def2-TZVPD RIJCOSX def2/J DEFGRID3
* xyz 0 1
O -0.15 0.29 -1.71
O 0.34 -0.70 1.62
O 0.36 2.21 1.43
O -1.92 1.74 -0.05
O 0.32 -3.17 -0.70
O -2.49 -0.79 1.21
O -3.01 -0.48 -1.70
O 1.19 2.51 -2.92
O -1.62 -2.46 -2.89
O 1.29 3.81 -0.33
O 2.23 -2.20 2.98
O -1.87 -3.73 1.39
O 3.07 -0.91 -3.86
O -1.30 0.56 4.43
O 2.46 1.60 3.94
O 3.05 -4.29 -1.11
O 5.00 -1.18 -1.63
O 2.10 -3.47 -3.69
O -3.69 -3.44 -0.59
O 4.53 2.54 0.98
O 1.16 0.27 -5.28
O 0.18 3.38 3.86
O 4.82 -2.51 1.68
O -4.89 1.14 1.01
O -1.51 4.71 1.56
O -3.26 3.81 -1.48
O -1.59 0.44 -5.35
O 5.92 -0.03 0.65
O -4.34 -2.41 2.39
O -3.95 1.34 3.65
H -0.83 -0.24 -2.17
H -0.74 0.80 -1.13
H 0.43 0.16 1.19
H -0.58 -0.75 1.64
H 0.17 2.57 2.33
H 1.09 2.81 1.10
H -1.94 2.49 -0.58
H -1.27 1.91 0.65
H -0.29 -3.45 0.01
H 0.50 -2.22 -0.41
H -3.17 -1.35 1.58
H -2.89 0.04 1.24
H -2.74 -0.54 -0.77
H -2.66 -1.30 -2.06
H 2.01 2.36 -3.42
H 0.84 1.63 -2.73
H -0.76 -2.80 -2.56
H -1.75 -2.75 -3.82
H 1.29 3.38 -1.14
H 1.55 4.72 -0.46
H 1.90 -3.19 2.83
H 1.50 -1.67 2.55
H -1.81 -4.57 1.80
H -2.56 -3.28 1.87
H 2.25 -0.43 -4.15
H 2.97 -1.81 -4.16
H -2.20 0.88 4.36
H -0.77 0.86 3.66
H 2.01 1.07 3.31
H 3.20 1.03 4.19
H 2.16 -4.13 -0.75
H 3.69 -4.17 -0.42
H 4.46 -0.91 -2.41
H 4.90 -2.17 -1.61
H 2.31 -3.99 -2.89
H 1.82 -4.17 -4.29
H -2.92 -3.62 -0.08
H -3.36 -3.21 -1.47
H 3.58 2.51 0.75
H 4.62 2.88 1.91
H 0.18 0.40 -5.29
H 1.51 1.13 -5.60
H -0.59 3.33 4.46
H 0.47 4.31 3.83
H 3.99 -2.29 2.13
H 5.05 -1.66 1.25
H -5.14 1.94 0.50
H -4.39 1.37 1.81
H -0.59 4.58 1.37
H -1.55 4.56 2.55
H -3.83 3.98 -0.71
H -2.65 4.49 -1.68
H -2.35 0.95 -4.94
H -1.64 0.65 -6.30
H 6.07 -0.19 -0.23
H 5.38 0.81 0.66
H -4.73 -2.77 3.27
H -5.08 -2.58 1.79
H -4.55 0.79 4.22
H -4.05 2.24 3.94
*
```



Entry from OMol25: 2 unconnected molecules or ions with the total composition C6H12INO at a distorted geometry (wB97M-V/def2-TZVPD).

The calculation puts the total energy at -18051.9914 eV. For the max |F|, the calculation gives 0.044 Eh/bohr. The energy above the lowest of the compared OMol25 structures with the same formula, charge and spin is 32.7 kcal/mol. The value obtained for the LUMO energy (alpha / beta) is -3.94 / -3.91 eV. The HOMO-LUMO gap (alpha / beta) comes out at 5.3942 / 5.4465 eV.

```
! wB97M-V def2-TZVPD RIJCOSX def2/J DEFGRID3
* xyz 0 1
C -0.16 -0.73 -1.53
C -1.10 -1.70 -2.17
C 1.88 0.15 0.59
C 0.07 1.87 0.14
C -0.13 0.21 2.03
C 0.36 0.44 0.59
N -0.27 -0.51 -0.24
O 0.77 -0.18 -2.13
I -3.32 -1.13 0.77
H -1.93 -1.15 -2.61
H -0.59 -2.24 -2.96
H -1.50 -2.39 -1.43
H 2.26 0.32 -0.41
H 2.37 0.80 1.30
H 2.07 -0.88 0.86
H -0.99 2.10 0.24
H 0.36 1.99 -0.90
H 0.63 2.58 0.75
H -1.20 0.41 2.07
H 0.04 -0.82 2.32
H 0.39 0.88 2.71
*
```



Entry from OMol25: a molecular structure, C2H6FO2Ru at a distorted geometry (wB97M-V/def2-TZVPD).

The calculation puts the total energy at -11551.3302 eV. For the max |F|, the calculation gives 0.104 Eh/bohr. The value obtained for the LUMO energy (alpha / beta) is -3.75 / -8.19 eV. The HOMO-LUMO gap (alpha / beta) comes out at 8.9327 / 8.0723 eV.

```
! wB97M-V def2-TZVPD RIJCOSX def2/J DEFGRID3
* xyz 1 7
C 1.29 -1.26 -0.24
O 0.07 -0.56 -0.17
C 0.10 0.84 -0.49
O -1.22 1.20 -0.57
Ru -1.97 -0.69 -0.32
H 1.07 -2.30 0.05
H 1.68 -1.24 -1.27
H 2.02 -0.82 0.45
H 0.65 0.96 -1.44
H 0.63 1.37 0.33
H -1.95 1.52 1.42
F -2.39 0.98 2.25
*
```



Entry from OMol25: C3H4N2O in the gas phase (wB97M-V/def2-TZVPD).

The calculation puts the total energy at -8200.0306 eV. For the max |F|, the calculation gives 0.008 Eh/bohr. The energy above the lowest of the compared OMol25 structures with the same formula, charge and spin is 88.9 kcal/mol. The value obtained for the LUMO energy is 0.87 eV. The HOMO-LUMO gap comes out at 9.0736 eV.

```
! wB97M-V def2-TZVPD RIJCOSX def2/J DEFGRID3
* xyz 0 1
N -1.58 -0.33 0.66
C -0.43 -0.58 0.01
C 0.38 -1.14 -0.83
N 0.95 -0.13 0.16
C 1.15 1.20 -0.21
O 0.28 2.05 -0.12
H -1.61 0.54 1.17
H -2.15 -1.09 0.99
H 0.80 -1.97 -1.37
H 2.19 1.44 -0.46
*
```



Entry from OMol25: 2 unconnected molecules or ions with the total composition H3N3O3 at a distorted geometry (wB97M-V/def2-TZVPD).

The calculation puts the total energy at -10656.4544 eV. For the max |F|, the calculation gives 0.041 Eh/bohr. The energy above the lowest of the compared OMol25 structures with the same formula, charge and spin is 77.0 kcal/mol. The value obtained for the LUMO energy is 0.57 eV. The HOMO-LUMO gap comes out at 10.6085 eV.

```
! wB97M-V def2-TZVPD RIJCOSX def2/J DEFGRID3
* xyz 0 1
H -0.85 1.95 1.25
N -0.27 1.22 0.81
N -0.38 0.09 1.21
O -1.30 -0.16 2.21
H -1.29 -1.12 2.37
O 1.76 -1.34 -3.01
N 1.62 -0.69 -2.03
O 0.34 -0.23 -1.82
H 0.36 0.28 -0.99
*
```



Entry from OMol25: a molecular structure, C25H34N2O at a distorted geometry (wB97M-V/def2-TZVPD).

The calculation puts the total energy at -31481.7465 eV. For the max |F|, the calculation gives 0.381 Eh/bohr. The energy above the lowest of the compared OMol25 structures with the same formula, charge and spin is 525.6 kcal/mol. The value obtained for the LUMO energy is 0.35 eV. The HOMO-LUMO gap comes out at 7.7020 eV.

```
! wB97M-V def2-TZVPD RIJCOSX def2/J DEFGRID3
* xyz 0 1
C -3.73 -2.39 1.79
C -2.59 -1.31 1.77
O -1.60 -1.31 2.45
C -2.92 -0.13 0.91
C -1.96 0.71 0.78
C -2.16 1.95 0.23
C -3.34 2.09 -0.42
C -4.27 1.27 -0.72
C -4.17 0.13 0.07
H -4.87 -0.68 0.14
H -5.19 1.60 -1.18
H -3.47 3.20 -1.29
C -0.95 2.86 0.08
N 0.23 2.49 -0.31
C 0.20 2.40 -1.92
H -0.79 1.96 -2.03
H 0.35 3.28 -2.14
H 1.00 1.76 -2.07
C 1.58 2.88 0.18
C 2.42 1.63 0.36
C 3.68 1.90 0.93
C 4.49 0.76 1.21
C 3.84 -0.40 1.71
N 2.60 -0.74 1.03
C 1.97 -1.85 0.98
H 1.11 -1.78 1.73
C 1.69 -3.06 -0.02
C 0.79 -2.04 -1.02
C -0.70 -2.33 -0.67
C -1.48 -1.71 -1.57
C -1.03 -0.85 -2.77
C 0.29 -0.89 -3.07
C 1.26 -1.43 -2.06
C 2.68 -1.47 -2.37
H 3.08 -2.36 -2.67
H 2.93 -0.40 -3.09
H 3.23 -1.03 -1.61
H 0.68 -0.29 -3.53
H -1.75 -0.43 -3.38
H -2.70 -1.63 -1.37
H -0.90 -2.93 0.22
H 2.48 -3.06 -0.27
H 1.11 -3.85 0.35
H 2.55 -2.75 1.92
C 1.67 0.42 0.79
H 1.04 0.05 0.27
H 1.54 0.50 1.94
H 4.61 -1.55 1.69
H 3.62 -0.20 2.60
H 4.79 0.47 0.10
H 5.53 0.90 1.61
H 4.28 2.78 0.49
H 3.66 2.26 1.94
H 2.79 1.25 -0.69
H 2.06 3.56 -0.16
H 1.35 3.16 1.49
H -0.81 3.27 1.16
H -1.34 3.95 -0.31
H -1.07 0.82 1.56
H -4.59 -2.03 2.34
H -3.82 -2.82 0.60
H -3.42 -3.23 2.43
*
```